51
Properties=species:S:1:pos:R:3 method="wB97M-V/def2-TZVPD" relative_energy_kcal_mol=13.3 e_tot_ha=-1306.59841 spin_multiplicity=1 total_charge=-1
Ba -2.340 -0.705 1.231
I -5.332 0.502 2.370
O 3.066 -2.415 0.990
N 1.796 -2.702 -0.849
C 0.105 0.541 2.616
C 0.189 0.224 -4.473
C 2.101 -0.389 -2.507
C -0.860 -0.010 3.540
C -1.572 2.091 2.825
C 2.340 0.778 1.504
C 0.903 -1.202 0.894
C 1.849 -0.999 3.259
C -1.911 0.959 3.632
C 1.334 1.025 -4.335
C 0.004 -0.879 -3.635
C -3.450 1.859 -0.294
C -2.437 0.169 -1.519
C 0.956 -1.190 -2.653
C 1.298 -0.215 2.060
C 0.695 -2.402 -1.765
C -3.682 0.599 -0.933
C 2.027 -2.149 0.391
C -2.086 2.218 -0.486
C -1.456 1.167 -1.220
C 2.286 0.720 -3.351
C -0.319 1.841 2.210
H -0.565 0.450 -5.232
H 1.481 1.885 -4.995
H -2.180 2.981 2.666
H 3.257 0.240 1.216
H 0.077 -1.896 1.208
H 0.573 -0.618 0.007
H -2.195 -0.875 -1.797
H 3.184 1.335 -3.231
H -1.603 3.129 -0.124
H 2.794 -1.488 2.998
H 0.227 2.502 1.511
H 2.001 -0.268 4.070
H -0.242 -2.241 -1.192
H 2.572 1.494 2.306
H 2.855 -0.638 -1.745
H -1.002 -1.119 3.674
H 1.118 -1.754 3.587
H -0.893 -1.509 -3.716
H -2.923 0.770 4.018
H 1.950 1.324 0.629
H 0.531 -3.288 -2.401
H -4.523 -0.073 -0.663
H 2.536 -3.307 -1.193
H -0.390 1.130 -1.461
H -4.144 2.400 0.359

12
Properties=species:S:1:pos:R:3 method="wB97M-V/def2-TZVPD" relative_energy_kcal_mol=40.1 smiles="C[C@@H]1N=NO[C@H]1I" e_tot_ha=-599.65666 spin_multiplicity=1 total_charge=0
I -2.912 -0.837 -0.066
O -1.165 1.353 0.835
N -0.426 2.050 -0.111
N 0.223 1.400 -0.916
C 0.045 -0.062 -0.610
C 1.411 -0.617 -0.066
C -0.935 -0.001 0.592
H 1.878 0.050 0.766
H 0.975 -1.529 0.394
H -0.729 -0.468 1.523
H -0.369 -0.698 -1.331
H 2.005 -0.640 -1.009